(1)
Computed, not measured: 5 unconnected molecules or ions with the total composition C14H28O14S3 in a non-equilibrium geometry, with the ωB97M-V functional and the def2-TZVPD basis.

Each line ends with the natural charge from an NBO analysis.
Element x y z (Å)
S (5.66665, 1.97791, -0.42843)  2.44
S (-3.51606, -3.10299, -5.69138)  2.40
S (0.18098, -2.69028, 1.33806)  2.44
O (0.50732, -3.66983, 0.29311)  -0.89
O (-3.89416, -4.73046, -5.92992)  -0.66
O (0.46157, -3.04858, 2.72468)  -0.85
O (6.17762, 2.00589, 1.14644)  -0.66
O (-1.57739, 3.44316, -2.84717)  -0.56
O (6.61245, 2.74236, -1.25878)  -0.84
O (-4.66080, -2.36473, -5.13432)  -0.84
O (0.84405, -1.22488, 0.85386)  -0.67
O (-2.86591, -2.60872, -6.92374)  -0.85
O (4.22628, 2.07585, -0.65813)  -0.85
O (6.13726, 0.34874, -0.49638)  -0.69
O (-1.80833, 0.00437, 8.50335)  -0.55
O (-1.41086, -2.22687, 1.16106)  -0.67
O (-2.33434, -3.48214, -4.50035)  -0.66
C (-1.52352, -0.98288, 0.46272)  -0.10
C (-0.44962, 0.08386, 8.09548)  -0.06
C (-2.72748, 0.22638, 7.41411)  -0.06
C (-0.92353, 4.34864, -4.92934)  -0.43
C (-0.03170, 4.87484, -3.77985)  -0.42
C (-1.83706, -0.23607, 6.21869)  -0.42
C (-0.53298, 0.32808, 6.56500)  -0.44
C (-0.08895, -0.55303, -0.02640)  -0.10
C (-0.84136, 4.58723, -2.50251)  -0.06
C (6.49627, -0.21324, 0.78194)  -0.09
C (-2.40764, -4.86072, -4.13670)  -0.10
C (-1.46334, 3.08578, -4.25935)  -0.07
C (-2.95671, -5.58508, -5.36434)  -0.10
C (5.99549, 0.79185, 1.77410)  -0.11
H (-0.24713, 4.32310, -1.62774)  0.19
H (0.22454, -0.80448, -1.03960)  0.20
H (-2.21593, 0.11189, 5.25770)  0.20
H (0.05563, -0.83613, 8.38946)  0.18
H (-1.52764, 5.42520, -2.38025)  0.16
H (-1.39489, -5.26112, -4.09083)  0.21
H (6.10334, -1.22096, 0.91689)  0.21
H (7.58169, -0.27454, 0.86066)  0.18
H (-3.05429, 1.26538, 7.37189)  0.16
H (-1.96760, -0.21354, 1.09438)  0.21
H (-3.03547, -4.95918, -3.25112)  0.20
H (-3.46508, -6.51783, -5.12015)  0.21
H (-1.85630, -1.31840, 6.09106)  0.21
H (-1.71999, 5.07410, -5.09502)  0.20
H (6.52907, 0.64105, 2.71253)  0.22
H (0.11751, 0.51356, 0.06210)  0.22
H (4.95150, 0.61626, 2.03364)  0.19
H (-0.73855, 2.27273, -4.30095)  0.17
H (-0.58181, 1.37841, 6.27771)  0.20
H (0.02936, 0.92844, 8.59082)  0.17
H (0.87012, 4.26291, -3.79817)  0.20
H (-3.60327, -0.41992, 7.47245)  0.19
H (-2.21394, -5.78350, -6.13702)  0.19
H (-2.46600, 2.73544, -4.50441)  0.20
H (0.24623, -0.16081, 5.98029)  0.22
H (-0.38640, 4.21012, -5.86764)  0.22
H (-2.00100, -1.23693, -0.48363)  0.21
H (0.31213, 5.90428, -3.88052)  0.21

## Properties
HOMO-LUMO gap ... 9.71 eV
SMILES ... O=S1(=O)OCCO1.O=S1(=O)OCCO1.O=S1(=O)OCCO1.C1CCOC1.C1CCOC1
HOMO ... -0.350 Eh
Relative energy (zero: lowest compared OMol25 entry of this formula, charge and spin) ... 2.367 eV
Multiplicity ... 1

=====

(2)
Computed, not measured: 9 unconnected molecules or ions with the total composition C25H69N4O15 in a non-equilibrium geometry, with the ωB97M-V functional and the def2-TZVPD basis.

Each line ends with the Löwdin charge.
Element x y z (Å)
O (-2.12588, -0.37320, -2.90714)  -0.10
O (4.75012, -1.00920, -2.01514)  -0.17
O (-3.76288, 0.09580, 3.66286)  -0.18
O (3.62612, 2.84980, 0.40786)  -0.02
O (0.37612, -0.70420, 0.14286)  -0.05
O (1.31312, 3.60780, -2.78914)  0.01
O (1.52412, 0.65980, 2.13986)  -0.09
O (-0.32988, 1.39780, -0.28314)  0.14
O (-1.43588, 3.96780, 2.52986)  -0.18
O (4.43612, 2.27880, -3.04714)  -0.04
O (-0.19588, -0.88720, -6.68914)  0.00
O (0.21912, 0.09080, -1.97614)  -0.07
O (-1.74688, -5.80520, 0.89786)  -0.17
O (-3.91488, 0.39780, -0.10914)  0.00
O (0.00312, 1.67680, -4.37014)  -0.10
N (-1.20588, 2.89480, 6.05886)  0.02
N (0.98212, -3.54020, 0.32686)  0.06
N (1.40712, -2.22820, -2.96314)  0.03
N (-0.68588, -1.29720, 2.44786)  0.07
C (-0.74088, -3.87220, -1.35914)  -0.07
C (-0.46388, -5.51920, 0.45686)  -0.24
C (-2.55888, -0.58420, 3.86086)  -0.20
C (-0.74088, 3.44180, 3.69486)  -0.15
C (2.37312, 3.05880, -2.46614)  -0.43
C (-2.81988, -1.94120, 1.89286)  -0.09
C (-2.96188, -0.71420, -1.81714)  -0.21
C (3.15612, 1.76680, 0.88586)  -0.39
C (-1.80488, -7.06120, 1.61386)  -0.10
C (0.25712, 1.08680, -5.60314)  -0.21
C (3.30012, 2.80880, -3.62314)  -0.22
C (-2.45388, 3.11380, 2.02486)  -0.08
C (-0.38888, -4.03920, 0.11786)  -0.41
C (-3.43588, 0.64680, -1.24914)  -0.35
C (-1.41788, 3.87480, 5.06886)  -0.44
C (-0.96288, 5.30580, 5.42786)  -0.05
C (2.88112, -1.03820, -4.43514)  -0.03
C (-2.07488, -0.80120, 2.43986)  -0.44
C (-0.29388, -0.37520, -5.56714)  -0.40
C (-4.10088, 0.89580, 4.76386)  -0.11
C (0.15512, 0.20380, -0.70514)  -0.64
C (3.35012, -1.18520, -1.83614)  -0.18
C (2.14112, 1.93580, 1.94486)  -0.22
C (2.81112, -1.91420, -3.10514)  -0.37
C (5.29712, -0.23420, -0.96314)  -0.11
H (0.24612, -0.93820, -4.75214)  0.10
H (-0.38288, 1.67580, -6.22014)  0.10
H (4.87812, -0.53720, -0.01114)  0.08
H (-4.32588, 0.76580, -1.89714)  0.14
H (-2.84688, 3.54780, 1.14586)  0.08
H (0.85412, -1.39020, -2.70014)  0.04
H (2.49512, 2.12080, 2.97686)  0.13
H (0.84412, -2.52820, 0.18886)  0.03
H (-2.76988, 1.39480, -1.37914)  0.08
H (-0.05688, 1.05680, -3.62814)  0.05
H (3.91112, -0.84520, -4.62614)  0.06
H (1.28012, -3.53920, 1.30286)  0.08
H (1.27512, -2.83020, -2.13714)  0.03
H (2.35912, -0.12320, -4.11014)  0.06
H (2.81112, 1.27380, -0.02614)  0.11
H (5.22212, 0.87780, -1.06614)  0.08
H (-3.28588, 0.07680, 0.51186)  0.03
H (2.85312, 2.09080, -4.39114)  0.13
H (1.27812, 0.24280, 1.31486)  0.01
H (2.45612, -1.59820, -5.27414)  0.08
H (-2.31088, -1.28820, -1.07514)  0.11
H (2.89012, 3.70780, -1.75814)  0.13
H (-2.73788, -7.22620, 2.16786)  0.09
H (-0.16388, -6.23120, -0.29114)  0.12
H (-0.48788, -1.80520, -6.56814)  0.13
H (-2.59488, -2.16320, 0.86686)  0.05
H (-2.71088, -1.52920, 4.38086)  0.13
H (1.28812, 2.62480, 1.73386)  0.12
H (-4.80788, 1.73080, 4.46186)  0.11
H (2.21112, 2.10980, -1.99414)  0.10
H (-0.40088, 1.97080, -1.00514)  0.09
H (4.79012, 2.82880, -2.41714)  0.04
H (1.33412, 1.31080, -5.94614)  0.13
H (-0.66088, -2.87020, -1.71914)  0.04
H (-2.22388, 0.10980, 1.80486)  0.12
H (-1.23888, 5.93980, 4.62386)  0.06
H (-1.38388, -0.41920, -5.34714)  0.13
H (-0.24488, -0.59120, 3.02286)  0.04
H (-1.53788, -7.91920, 0.96286)  0.09
H (-1.93388, 2.21580, 6.30186)  0.06
H (-3.79188, -1.46520, -2.02214)  0.14
H (-1.01788, -7.23220, 2.30886)  0.06
H (6.33412, -0.49720, -0.98814)  0.07
H (-2.44188, 3.91780, 4.94686)  0.10
H (-4.67388, 0.28280, 5.42886)  0.08
H (3.58012, 3.75180, -4.05714)  0.12
H (-3.87588, -1.76220, 1.97086)  0.08
H (2.99812, -0.14620, -1.86314)  0.11
H (-1.22488, -3.56120, 0.69286)  0.11
H (3.97112, 1.22680, 1.32786)  0.12
H (3.32812, -2.82920, -3.22614)  0.12
H (0.91112, 3.04980, -3.48414)  0.08
H (-1.93688, 0.06780, 4.48886)  0.11
H (-0.24388, 2.45380, 6.09486)  0.11
H (2.95712, -1.67220, -1.01914)  0.09
H (-3.24388, 2.98880, 2.73986)  0.07
H (0.18812, -5.65720, 1.29886)  0.11
H (-2.12588, 2.10380, 1.88986)  0.05
H (-0.33988, -1.14720, 1.46886)  0.02
H (-1.25188, -0.28520, -2.49014)  0.00
H (0.14612, 5.27380, 5.41786)  0.08
H (-3.24588, 1.26480, 5.25486)  0.03
H (-0.01088, -4.43020, -1.90314)  0.06
H (-0.66688, 2.34380, 3.63086)  0.11
H (-2.70288, -2.89020, 2.51686)  0.12
H (-1.27788, 5.59380, 6.41086)  0.06
H (0.34112, 3.72580, 3.61186)  0.12
H (3.17612, 3.60580, 0.84086)  0.13
H (-1.76388, -4.30820, -1.64514)  0.12

## Properties
Charge ... -1
HOMO-LUMO gap ... 8.38 eV
HOMO ... -0.219 Eh
Relative energy (zero: lowest compared OMol25 entry of this formula, charge and spin) ... 1.840 eV
Multiplicity ... 1

=====

Q: Which formula does entry 1 have?
A: C14H28O14S3